(1)
Computed, not measured: a cluster of 2 separate species, C7H17O7PS in total in a non-equilibrium geometry, with wB97M-V/def2-TZVPD.

E_HOMO ... 0.4 eV
Spin multiplicity ... 1
Total charge ... -2
Orbital gap ... 4.25 eV

Atoms and positions in Å:
1 C -3.31 -0.33 2.36
2 C -2.28 0.31 1.35
3 O -2.98 0.42 0.12
4 C -1.89 1.70 1.91
5 O -0.58 2.15 1.59
6 P -0.11 1.68 0.02
7 C 1.72 2.13 0.03
8 C 2.56 1.15 -0.84
9 C 1.86 -0.20 -1.14
10 C 1.64 -1.09 0.10
11 O 2.19 -0.51 1.32
12 H -3.64 0.42 3.09
13 H -2.83 -1.17 2.87
14 H -4.19 -0.70 1.82
15 H -1.45 -0.40 1.29
16 H -2.42 0.03 -0.56
17 H -2.68 2.42 1.64
18 H -1.91 1.61 3.01
19 H -0.75 2.55 -0.94
20 H 1.86 3.16 -0.34
21 H 2.01 2.16 1.09
22 H 3.50 0.95 -0.30
23 H 2.81 1.65 -1.78
24 H 2.54 -0.77 -1.80
25 H 0.95 -0.08 -1.73
26 H 0.58 -1.33 0.24
27 H 2.13 -2.05 -0.07
28 H 1.50 -0.58 1.97
29 O 1.96 -2.73 -3.86
30 S 0.64 -3.06 -3.27
31 O -0.15 -3.88 -4.22
32 O -0.09 -1.80 -2.96
33 O 0.84 -3.82 -2.00


(2)
Computed, not measured: an isolated molecule of C4H8O, with wB97M-V/def2-TZVPD.

ΔE to the lowest compared entry with this formula, charge and spin ... 100.85 kJ/mol
E_HOMO ... -9.6 eV
Spin multiplicity ... 1
Total charge ... 0
Orbital gap ... 10.78 eV

Atoms and positions in Å:
1 C -0.30 1.06 1.33
2 C -0.53 0.32 0.03
3 C 0.68 0.00 -0.87
4 C 0.16 -1.44 -0.79
5 O -0.78 -1.09 0.23
6 H -1.19 1.01 1.96
7 H 0.54 0.61 1.88
8 H -0.07 2.11 1.13
9 H -1.36 0.77 -0.52
10 H 0.69 0.47 -1.86
11 H 1.64 0.16 -0.37
12 H 0.87 -2.21 -0.46
13 H -0.34 -1.79 -1.70


(3)
Computed, not measured: an isolated molecule of C2H5N, with wB97M-V/def2-TZVPD.

ΔE to the lowest compared entry with this formula, charge and spin ... 32.95 kJ/mol
E_HOMO ... -9.7 eV
Spin multiplicity ... 1
Total charge ... 0
Orbital gap ... 10.95 eV

Atoms and positions in Å:
1 C 0.45 -0.91 0.15
2 C -0.57 1.13 -0.29
3 N -0.05 0.10 -0.77
4 H 1.39 -1.28 -0.23
5 H -0.24 -1.76 0.21
6 H 0.64 -0.49 1.15
7 H -0.90 1.89 -1.00
8 H -0.74 1.33 0.78


no.,DFT total energy (eV)
1,-41989.5047
2,-6324.1227
3,-3644.1726